No. 1
A structure of composition C50H59Br2CsN9O4, computed with ωB97M-V/def2-TZVPD.

Structure (ORCA input):
```
! RIJCOSX wB97M-V def2-TZVPD def2/J DEFGRID3
* xyz -1 1
Cs 0.504 0.495 0.934
C -3.604 -0.948 1.973
C -2.504 -1.345 0.990
C -2.876 -2.549 0.176
C -2.253 -3.776 0.400
C -2.624 -4.873 -0.356
C -3.611 -4.714 -1.317
C -4.179 -3.458 -1.466
N -3.834 -2.397 -0.741
N -3.250 0.292 2.646
C -2.447 0.073 3.828
C -1.733 1.319 4.294
C -1.821 1.758 5.609
C -1.100 2.880 5.989
C -0.320 3.523 5.045
C -0.296 3.012 3.754
N -0.988 1.942 3.382
C -4.331 1.215 2.853
C -4.905 1.799 1.578
C -5.915 2.757 1.674
C -6.409 3.326 0.517
C -5.895 2.909 -0.704
C -4.908 1.939 -0.700
N -4.414 1.400 0.414
H -3.787 -1.757 2.701
H -4.526 -0.807 1.411
H -1.587 -1.572 1.540
H -2.341 -0.473 0.346
H -1.467 -3.849 1.141
H -2.143 -5.831 -0.206
H -3.933 -5.536 -1.942
H -4.952 -3.294 -2.209
H -1.678 -0.663 3.581
H -3.035 -0.344 4.668
H -2.442 1.221 6.315
H -1.144 3.243 7.009
H 0.273 4.392 5.295
H 0.320 3.471 2.989
H -3.947 2.054 3.442
H -5.162 0.785 3.447
H -6.290 3.052 2.647
H -7.181 4.084 0.563
H -6.250 3.324 -1.638
H -4.476 1.579 -1.628
Br -2.607 4.680 1.087
C -1.386 5.009 -0.369
Br 0.401 4.398 -0.031
H -1.349 6.079 -0.524
H -1.741 4.475 -1.238
C -0.377 -1.632 -5.831
O 0.844 -1.817 -5.128
C 1.993 -1.462 -5.753
C 2.140 -1.426 -7.134
C 3.367 -1.114 -7.703
C 4.453 -0.822 -6.895
C 4.293 -0.806 -5.516
C 3.074 -1.110 -4.923
N 2.934 -1.102 -3.524
C 2.049 -0.287 -2.792
N 1.316 0.556 -3.555
C 0.115 1.291 -3.292
C -0.492 1.385 -2.039
C -1.668 2.159 -2.058
C -2.217 2.763 -3.188
C -1.570 2.628 -4.411
C -0.403 1.890 -4.450
O 0.250 1.700 -5.678
C 1.189 2.728 -5.957
N 1.999 -0.357 -1.515
C 2.798 -1.277 -0.814
C 3.976 -0.795 -0.227
C 4.783 -1.573 0.581
C 4.415 -2.888 0.830
C 3.253 -3.389 0.273
C 2.433 -2.609 -0.543
O 1.324 -3.273 -0.987
C 0.297 -2.632 -1.743
H -1.166 -1.754 -5.093
H -0.500 -2.379 -6.621
H -0.428 -0.625 -6.251
H 1.293 -1.659 -7.764
H 3.466 -1.103 -8.781
H 5.415 -0.580 -7.328
H 5.120 -0.532 -4.873
H 3.739 -1.401 -2.994
H 1.534 0.530 -4.536
H -2.216 2.271 -1.122
H -3.148 3.325 -3.132
H -1.958 3.062 -5.326
H 1.703 2.453 -6.878
H 1.917 2.825 -5.146
H 0.682 3.689 -6.091
H 4.219 0.247 -0.401
H 5.664 -1.140 1.036
H 5.015 -3.517 1.477
H 2.931 -4.405 0.467
H -0.508 -3.364 -1.794
H 0.636 -2.394 -2.750
H -0.065 -1.723 -1.265
C 4.942 -0.962 4.192
C 4.244 0.262 3.686
C 4.783 1.521 3.414
C 3.695 2.252 2.929
N 2.599 1.491 2.921
N 2.936 0.256 3.391
C 3.648 3.665 2.434
H 5.717 -0.707 4.919
H 5.423 -1.519 3.382
H 4.236 -1.639 4.671
H 5.803 1.849 3.551
H 1.605 -1.001 3.336
H 4.547 4.212 2.720
H 2.786 4.199 2.841
H 3.572 3.711 1.343
C 1.623 -2.685 5.224
C 0.433 -2.187 4.420
C -0.534 -3.312 4.095
O 0.832 -1.612 3.196
H 1.292 -3.168 6.147
H 2.276 -1.853 5.485
H 2.197 -3.405 4.636
H -0.096 -1.437 5.032
H -0.030 -4.060 3.477
H -1.389 -2.931 3.531
H -0.908 -3.795 4.999
*
```

Output
- HOMO energy: -3.77 eV
- Gap between HOMO and LUMO: 5.77 eV
- Energy relative to the best compared isomer or geometry (same formula, charge and spin): 0.0000 eV
- DFT total energy: -7902.639033 hartree

=====

No. 2
A structure of composition C50H59N9PtS, computed with ωB97M-V/def2-TZVPD.

Structure (ORCA input):
```
! RIJCOSX wB97M-V def2-TZVPD def2/J DEFGRID3
* xyz 2 5
Pt 0.593 0.534 0.455
C -4.817 0.508 -2.610
C -4.336 1.829 -1.993
C -2.855 1.838 -1.787
C -1.899 2.321 -2.595
C -2.045 3.066 -3.881
C -1.852 4.578 -3.700
C -0.610 2.004 -1.957
N -0.831 1.350 -0.760
C -2.170 1.216 -0.639
C -2.818 0.578 0.397
C -2.212 -0.043 1.511
C -2.907 -0.654 2.595
C -4.393 -0.800 2.711
C -4.909 -2.033 1.957
C -1.942 -1.136 3.456
C -0.685 -0.797 2.879
C 0.589 -1.117 3.434
C 1.815 -0.862 2.873
N 2.016 -0.254 1.676
C 3.381 -0.185 1.498
C 4.006 0.391 0.446
C 3.379 1.066 -0.654
N 2.043 1.222 -0.795
C 1.866 1.922 -1.954
C 0.605 2.281 -2.494
C 3.131 2.215 -2.564
C 4.084 1.677 -1.743
C 5.573 1.732 -1.875
C 6.195 2.832 -1.004
C 3.321 2.998 -3.824
C 3.230 4.512 -3.589
C 4.066 -0.809 2.642
C 3.105 -1.221 3.485
C 3.242 -1.869 4.825
C 3.104 -0.859 5.973
C 5.550 -0.887 2.790
C 6.161 0.438 3.268
N -0.861 -0.134 1.708
C -2.148 -1.828 4.769
C -2.119 -0.847 5.948
H -5.898 0.519 -2.749
H -4.563 -0.342 -1.972
H -4.348 0.345 -3.582
H -4.845 2.001 -1.041
H -4.612 2.662 -2.639
H -3.034 2.870 -4.295
H -1.327 2.684 -4.611
H -2.612 4.985 -3.032
H -1.932 5.090 -4.658
H -0.874 4.808 -3.272
H -3.899 0.555 0.359
H -4.892 0.095 2.332
H -4.664 -0.876 3.765
H -4.662 -1.972 0.894
H -5.991 -2.121 2.051
H -4.457 -2.943 2.355
H 0.582 -1.624 4.391
H 5.088 0.361 0.441
H 0.618 2.804 -3.442
H 5.834 1.904 -2.919
H 6.006 0.764 -1.610
H 5.813 3.813 -1.289
H 7.278 2.843 -1.116
H 5.963 2.682 0.054
H 2.576 2.697 -4.564
H 4.291 2.752 -4.253
H 2.266 4.789 -3.156
H 3.350 5.053 -4.527
H 4.010 4.844 -2.903
H 4.213 -2.360 4.886
H 2.493 -2.656 4.935
H 3.873 -0.088 5.903
H 3.210 -1.358 6.935
H 2.131 -0.362 5.953
H 5.999 -1.180 1.838
H 5.795 -1.676 3.500
H 5.924 1.258 2.588
H 7.245 0.354 3.334
H 5.781 0.705 4.255
H -1.387 -2.598 4.913
H -3.106 -2.350 4.753
H -1.167 -0.312 5.988
H -2.257 -1.369 6.894
H -2.915 -0.106 5.850
C -0.906 4.854 4.812
N -0.018 4.359 3.769
C -0.220 3.250 3.066
N -1.304 2.520 3.338
S 0.919 2.819 1.865
H -0.452 5.733 5.259
H -1.039 4.109 5.597
H -1.878 5.142 4.407
H 0.797 4.896 3.522
H -1.982 2.815 4.020
H -1.475 1.673 2.822
N -2.387 -5.261 -3.205
C -2.806 -5.860 -4.374
C -3.548 -7.013 -4.629
C -3.760 -7.320 -5.953
C -3.255 -6.513 -6.992
C -2.523 -5.379 -6.732
C -2.292 -5.050 -5.394
N -1.580 -3.995 -4.853
C -1.655 -4.159 -3.563
C -1.015 -3.250 -2.612
C -1.173 -3.343 -1.232
C -0.545 -2.421 -0.416
N 0.224 -1.442 -0.894
C 0.399 -1.364 -2.220
C -0.197 -2.233 -3.104
H -2.585 -5.585 -2.276
H -3.939 -7.635 -3.834
H -4.329 -8.206 -6.202
H -3.450 -6.800 -8.017
H -2.133 -4.756 -7.527
H -1.780 -4.114 -0.775
H -0.661 -2.470 0.661
H 1.049 -0.573 -2.576
H -0.041 -2.147 -4.171
*
```

Output
- HOMO energy (spin up / spin down): -10.88 / -11.94 eV
- Gap between HOMO and LUMO (spin up / spin down): 5.06 / 3.57 eV
- Energy relative to the best compared isomer or geometry (same formula, charge and spin): 0.0000 eV
- DFT total energy: -2950.606515 hartree